1.
DFT (ωB97M-V/def2-TZVPD) results for a molecular structure, C28H26FeN6P.

```
62
Properties=species:S:1:pos:R:3:forces:R:3
Fe -0.3550 0.9274 0.9128 -0.1 -0.3 0.3
P -0.0208 -1.2768 -0.8921 0.4 0.3 -0.4
N -1.5196 2.0231 4.8638 -0.1 0.1 0.0
N -1.4098 1.8805 2.6806 -0.2 0.2 -0.4
N 0.3510 -0.5397 4.7927 0.1 -0.1 0.1
N 0.2181 -0.3200 2.6167 0.1 -0.1 -0.3
N 0.2959 3.0455 0.4311 -0.2 0.1 -0.3
N 1.1385 2.4717 1.4473 0.2 0.1 -0.1
C 2.5574 -0.6163 -0.0350 -0.1 0.0 0.0
C 1.4819 -0.2216 -0.8488 0.0 0.0 0.1
C -2.2112 2.9539 3.0149 0.1 -0.1 0.0
C -1.9772 0.5972 -0.5110 0.1 0.3 0.3
C 0.6372 -2.9011 -1.3332 0.0 -0.1 0.2
C -0.0007 -4.0340 -0.8319 0.0 0.0 0.0
C -3.6419 1.8995 -2.3133 0.0 0.1 0.1
C -0.8236 -0.9585 -3.6403 0.1 0.2 -0.2
C 2.8302 1.6249 -1.6507 -0.3 0.1 -0.1
C 1.7430 -3.0368 -2.1776 0.0 0.0 -0.1
C 2.1980 -4.3016 -2.5143 0.0 0.0 0.0
C 1.5652 -5.4299 -2.0018 0.0 0.0 0.0
C -1.0158 1.3475 3.8116 0.1 -0.1 0.3
C 3.8755 1.2312 -0.8352 0.0 -0.1 0.2
C 3.7338 0.1072 -0.0181 0.1 0.1 0.0
C -1.8203 0.3553 -1.8960 -0.4 0.3 0.3
C -0.9024 -0.6050 -2.3229 0.1 -0.5 0.0
C 0.9818 -1.4316 2.9045 -0.1 0.1 -0.1
C 1.0752 -1.5787 4.2510 0.0 0.0 0.0
C -1.6200 -0.2677 -4.5903 0.1 -0.1 0.1
C 1.6238 0.9202 -1.6407 0.2 -0.1 -0.2
C -3.8307 2.0594 -0.9627 0.0 -0.1 -0.3
C -0.1485 0.1847 3.7768 -0.1 0.0 0.2
C 0.4650 -5.2980 -1.1684 0.0 0.0 0.1
C -2.4978 0.7046 -4.1933 0.0 0.0 0.1
C -2.2879 3.0535 4.3692 0.1 -0.1 0.0
C -2.6471 1.0229 -2.8187 -0.1 0.0 -0.1
C -3.0194 1.3616 -0.0378 0.1 -0.2 -0.1
H -4.6342 2.6843 -0.5941 0.0 0.0 0.0
H 2.2384 -2.1631 -2.5838 0.0 0.0 0.0
H -0.1507 -1.7427 -3.9651 0.0 0.0 0.0
H -4.2937 2.4052 -3.0160 0.0 0.0 0.0
H 1.3259 3.1176 2.2087 0.0 0.0 0.0
H 0.7808 3.7001 -0.1758 0.1 -0.1 0.0
H 0.8364 1.1989 -2.3284 -0.1 0.1 0.1
H 2.0241 2.2270 1.0103 0.1 0.0 0.0
H 0.2254 -0.3793 5.7790 0.0 0.0 0.0
H 3.0494 -4.4081 -3.1741 0.0 0.0 0.0
H -3.2307 1.4454 1.0197 0.0 0.0 0.0
H 1.9374 -6.4153 -2.2514 0.0 0.0 0.0
H -2.6915 3.5725 2.2729 0.0 -0.1 0.0
H 2.4809 -1.5328 0.5391 0.1 0.1 -0.1
H -0.0262 -6.1767 -0.7707 0.0 0.0 0.0
H -0.4718 3.5470 0.8641 0.1 0.0 0.2
H -1.3995 1.8142 5.8420 0.0 0.0 0.0
H 1.5765 -2.3143 4.8562 0.0 0.0 0.0
H 4.5584 -0.2137 0.6064 0.0 0.0 0.0
H 2.9606 2.4575 -2.3328 -0.1 0.0 0.1
H -0.8614 -3.9291 -0.1811 0.0 0.0 0.0
H 4.8118 1.7743 -0.8509 0.0 0.0 0.0
H -3.1244 1.2097 -4.9189 0.0 0.0 0.0
H -1.5316 -0.5206 -5.6385 0.0 0.0 0.0
H -2.8115 3.7441 5.0080 0.0 0.0 0.0
H 1.4001 -2.0562 2.1363 -0.1 0.0 0.1
```
Forces are in eV/Å.

Calculated values
Gap between HOMO and LUMO (spin up / spin down) = 8.263 / 5.601 eV
Total charge = +2
Multiplicity = 6
Energy above the lowest of the compared OMol25 structures with the same formula, charge and spin = 5.4 kJ/mol
Electronic energy = -82060.28992 eV
Highest occupied orbital energy (spin up / spin down) = -13.42 / -13.29 eV

natural (NBO) population analysis, charges in e, atoms 1 to 6: 1.443, 1.064, -0.477, -0.570, -0.474, -0.572

=====

2.
DFT (ωB97M-V/def2-TZVPD) results for 2 unconnected molecules or ions with the total composition C2HIN2S.

```
7
Properties=species:S:1:pos:R:3:forces:R:3
I -0.1490 3.1415 -1.5185 0.0 0.0 0.2
S 2.2746 -0.7662 -1.5295 1.1 -1.4 -1.1
N 0.5006 -0.1611 0.8709 0.4 -1.0 1.0
N 1.5384 0.6065 -1.5497 -0.6 1.4 1.5
C 1.1198 -1.1190 1.0712 -0.8 0.4 0.0
C 0.9808 1.5433 -1.0957 0.1 -0.2 -1.3
H 1.5498 -2.0874 1.3317 -0.1 0.9 -0.3
```
Forces are in eV/Å.

Calculated values
Gap between HOMO and LUMO = 7.548 eV
Energy above the lowest of the compared OMol25 structures with the same formula, charge and spin = 9.3 kJ/mol
Electronic energy = -24002.86676 eV
SMILES = [S-][N+]#CI.C#N
Highest occupied orbital energy = -8.37 eV

natural (NBO) population analysis, charges in e, atoms 1 to 6: 0.326, 0.045, -0.363, -0.457, 0.089, 0.116

=====

3.
DFT (ωB97M-V/def2-TZVPD) results for a molecular structure, C9H9CuN2O5S.

```
27
Properties=species:S:1:pos:R:3:forces:R:3
Cu 0.6078 -0.9111 -0.3045 1.1 0.0 2.8
S 0.4374 -2.2194 1.6802 0.1 0.2 -1.1
O -1.2130 1.3242 2.3665 1.1 -1.8 -1.7
O 3.2306 0.6827 -0.2404 -4.5 -3.3 -0.5
O 0.5088 -0.9586 -3.2812 -1.3 -0.8 1.0
O -4.4737 0.4471 -1.4218 0.8 1.1 0.7
O 1.1811 2.6456 0.5809 0.1 -1.1 3.2
N -1.9132 -3.1496 2.2868 0.7 -0.1 -0.5
N -1.1655 -3.8674 0.2078 0.6 0.5 0.5
C -3.4021 -4.4927 0.9172 -0.3 0.1 -0.1
C -0.9857 -3.1144 1.3183 -0.5 -0.9 0.4
C 2.2503 0.0481 -0.2734 5.6 4.1 0.9
C -3.8627 1.2505 -0.8995 -0.8 -1.1 -0.7
C -2.9958 -4.1307 2.3320 0.0 0.0 0.2
C 0.4207 -1.1317 -2.1274 1.7 0.7 -1.2
C 1.2209 2.1888 1.6429 0.8 2.1 -3.2
C -0.6068 0.7180 1.6065 -2.2 1.3 1.5
C -2.1915 -4.9199 0.1163 0.2 0.1 -0.1
H -1.6488 -2.6435 3.1237 -0.2 -0.1 -0.1
H -4.1235 -5.3076 0.9488 0.0 0.0 0.0
H -2.6579 -5.0283 2.8703 -0.1 0.2 0.0
H -0.3510 -3.9357 -0.4002 -0.4 0.0 0.3
H -2.4192 -5.0468 -0.9427 -0.1 -0.1 0.1
H -3.8113 -3.6709 2.8950 0.0 -0.2 -0.1
H -3.8796 -3.6333 0.4380 0.0 -0.1 0.0
H -1.7880 -5.8635 0.5048 0.0 0.1 -0.1
H -0.3261 -1.5848 -1.2537 -2.4 -1.0 -2.3
```
Forces are in eV/Å.

Calculated values
Gap between HOMO and LUMO (spin up / spin down) = 7.021 / 8.603 eV
Total charge = +1
Multiplicity = 2
Energy above the lowest of the compared OMol25 structures with the same formula, charge and spin = 0.0 kJ/mol
Electronic energy = -78161.56165 eV
Highest occupied orbital energy (spin up / spin down) = -11.33 / -12.83 eV

natural (NBO) population analysis, charges in e, atoms 1 to 6: 0.834, -0.319, -0.453, -0.380, -0.364, -0.497